[1]
12
Properties=species:S:1:pos:R:3 method="wB97M-V/def2-TZVPD" largest_force_ev_per_a=8.88 molar_mass_g_mol=173.78 gap_ha="0.162 / 0.370" e_homo_ev="-12.52 / -15.25" total_energy_ev=-63729.25061 charge=+1
C -1.87392 -0.62628 -0.17733
C -0.56585 -0.02456 0.17745
O 0.53163 -0.73999 -0.44825
C 1.74857 -0.35956 -0.21824
O 2.03333 0.64856 0.50839
O 2.70664 -1.09120 -0.63834
O -2.73135 0.42626 -0.61254
H -2.29592 -1.10558 0.73352
H -0.71484 1.17692 -0.20409
H -2.16653 1.39272 -0.55343
Ga 3.63841 0.19093 0.18898
H -0.31018 0.11179 1.24387

[2]
11
Properties=species:S:1:pos:R:3 method="wB97M-V/def2-TZVPD" largest_force_ev_per_a=3.27 molar_mass_g_mol=245.31 gap_ha="0.178 / 0.218" e_homo_ev="-4.40 / -8.30" multiplicity=9 total_energy_ev=-30142.99901
O -0.28826 0.02190 -1.62404
C -1.26480 -0.42969 -1.12495
C -2.48008 -0.92778 -1.03791
H 0.28250 0.01839 1.11360
H -2.60976 -2.00865 -1.10316
H -3.35192 -0.24121 -1.06095
O 2.35823 -0.32053 0.76402
C 1.38616 0.44617 1.37534
O 1.49916 1.75865 0.95413
Gd 2.90943 1.26353 -0.73445
H 1.55934 0.41921 2.47836

[3]
11
Properties=species:S:1:pos:R:3 method="wB97M-V/def2-TZVPD" largest_force_ev_per_a=3.67 molar_mass_g_mol=245.31 gap_ha="0.201 / 0.232" e_homo_ev="-15.62 / -19.14" multiplicity=9 total_energy_ev=-30129.52083 charge=+2
O 0.52412 -1.94988 0.11931
C -0.65966 -1.61674 0.73261
C -0.99396 -0.16483 0.61591
O -0.07665 0.63752 0.21259
Gd 1.77345 -0.47721 -0.69537
H -0.66184 -1.84990 1.82172
H -1.53537 -2.16068 0.31615
H -1.95055 0.26404 0.94168
C 0.25841 2.49105 -0.90125
O 1.32188 2.06947 -1.50463
H 2.00018 2.75716 -1.65873

[4]
11
Properties=species:S:1:pos:R:3 method="wB97M-V/def2-TZVPD" largest_force_ev_per_a=4.30 molar_mass_g_mol=288.65 gap_ha="0.289 / 0.195" e_homo_ev="-4.00 / -3.33" multiplicity=2 total_energy_ev=-13490.09805 charge=-1
H -2.16253 0.97406 0.69113
Hg 3.82850 -0.52053 -1.24970
O 2.53249 -0.22328 0.61991
O -0.20145 1.66473 0.60962
C -1.20924 0.89316 0.10814
C -0.84977 -0.59721 0.04470
O 0.43522 -0.83259 0.61074
C 1.50264 -0.38547 -0.10054
H -1.47596 1.15376 -0.95059
H -0.82444 -0.93373 -1.00515
H -1.57544 -1.19290 0.62175

[5]
11
Properties=species:S:1:pos:R:3 method="wB97M-V/def2-TZVPD" largest_force_ev_per_a=3.81 molar_mass_g_mol=547.68 gap_ha="0.302 / 0.197" e_homo_ev="-9.26 / -8.42" total_energy_ev=-35574.30264
C -0.29537 0.09642 -0.63962
C 0.03964 1.29607 -0.22576
C -0.45974 -0.18264 2.41573
I -0.37101 0.27479 -3.94689
I 1.99668 1.92437 0.18488
I -0.66475 -2.13125 2.00124
I -2.09726 0.98134 2.94869
H -1.29255 -0.13263 -0.72817
H 0.57588 -0.45137 -1.08901
H -0.53251 2.07346 0.11141
H 0.38570 -0.08136 2.98294

[6]
9
Properties=species:S:1:pos:R:3 method="wB97M-V/def2-TZVPD" largest_force_ev_per_a=4.61 molar_mass_g_mol=180.98 gap_ha="0.338 / 0.231" e_homo_ev="-8.18 / -9.47" multiplicity=3 total_energy_ev=-12761.84224
C -0.95339 0.15265 -0.59287
C -0.12139 1.15239 -0.13056
C -0.31211 -0.83868 0.29913
N 0.32139 0.34753 0.83738
I 3.62511 -0.10567 -0.14139
H -1.99083 0.21387 -1.08500
H 0.12599 2.12838 -0.09157
H -1.05535 -1.37253 1.00546
H 0.36057 -1.67794 -0.10059

[7]
10
Properties=species:S:1:pos:R:3 method="wB97M-V/def2-TZVPD" largest_force_ev_per_a=5.40 molar_mass_g_mol=196.97 gap_ha=0.306 e_homo_ev=-9.27 total_energy_ev=-14810.71302
C -0.27369 0.27510 -1.45511
C -0.70874 0.00838 0.71036
C 0.77399 0.02325 0.80206
N -1.23161 0.06656 -0.64579
O 0.95452 0.25359 -1.27707
I 1.93779 -1.72539 0.74161
H -0.53281 0.11344 -2.54786
H -1.10656 -0.79439 1.09716
H -1.12783 0.88149 1.26772
H 1.31493 0.89797 1.30693

[8]
11
Properties=species:S:1:pos:R:3 method="wB97M-V/def2-TZVPD" largest_force_ev_per_a=5.10 molar_mass_g_mol=212.97 gap_ha="0.273 / 0.273" e_homo_ev="-8.44 / -8.44" total_energy_ev=-16858.07079
C -1.41576 -1.69497 0.28221
C 1.27121 0.03024 0.15155
C 1.15920 1.31931 -0.42502
N -1.03088 -0.44999 0.09285
O -2.63973 -1.97367 0.38263
O 2.12354 -0.67798 0.49185
I -2.15551 1.05856 0.49420
H -0.60361 -2.47260 0.28240
H 0.39418 1.86224 0.16635
H 2.12718 1.70644 -0.40414
H 0.77018 1.29243 -1.51488

[9]
11
Properties=species:S:1:pos:R:3 method="wB97M-V/def2-TZVPD" largest_force_ev_per_a=4.06 molar_mass_g_mol=212.97 gap_ha="0.248 / 0.294" e_homo_ev="-8.16 / -9.26" total_energy_ev=-16856.48594
C 1.01295 -0.69051 -0.11301
C -2.59137 0.37619 -0.52751
C 1.80657 0.38777 0.55304
N -0.15438 -0.39712 -0.46034
O -2.05915 1.32219 -0.08020
O -1.14973 -1.06740 -1.02590
I -4.47674 -0.52027 -0.28116
H 1.44377 -1.62280 -0.32714
H 2.55021 0.89724 -0.07488
H 2.40493 0.21813 1.40285
H 1.21293 1.09659 0.93425

[10]
12
Properties=species:S:1:pos:R:3 method="wB97M-V/def2-TZVPD" largest_force_ev_per_a=3.99 molar_mass_g_mol=245.04 gap_ha=0.334 e_homo_ev=-10.26 total_energy_ev=-27692.71013
C -1.42101 1.53910 -0.30096
C -2.49582 0.97838 -0.25537
C 0.18930 -1.13191 0.34558
N -0.73923 -1.86323 0.86332
O 3.68795 -0.05517 0.26575
O 1.71661 1.32637 0.45047
S 2.74936 0.80462 -0.43994
I 0.82781 -0.96900 -1.69679
H -0.41392 1.60203 -0.11548
H 0.56570 -0.36954 0.98629
H -1.14487 -2.51631 0.21511
H -3.52188 0.65466 -0.31797

[11]
10
Properties=species:S:1:pos:R:3 method="wB97M-V/def2-TZVPD" largest_force_ev_per_a=5.63 molar_mass_g_mol=213.04 gap_ha="0.217 / 0.204" e_homo_ev="-5.26 / -9.02" multiplicity=3 total_energy_ev=-23596.17206
C 0.46482 0.91497 0.90579
C -1.46583 -0.13183 1.03429
C -0.09059 1.41872 -0.24609
N -0.29519 0.02296 1.56808
S -1.70906 0.83118 -0.40646
I 1.23130 -3.10698 -2.93373
H 1.45092 1.25328 1.32458
H 2.34152 -2.68870 -1.84609
H -2.31584 -0.78714 1.27075
H 0.38795 2.27355 -0.67112

[12]
11
Properties=species:S:1:pos:R:3 method="wB97M-V/def2-TZVPD" largest_force_ev_per_a=7.27 molar_mass_g_mol=280.28 gap_ha="0.249 / 0.281" e_homo_ev="-6.83 / -9.48" multiplicity=6 total_energy_ev=-12148.53484
O 1.15534 -0.34899 -0.08196
C -0.09613 -0.54260 0.43804
O -0.05058 -0.76746 1.72177
Ir -1.90556 -0.48649 2.05718
O -2.43255 -1.11097 0.33688
C -1.32760 -1.03570 -0.42757
H -1.45788 -0.45049 -1.35693
C 1.46123 0.93234 -0.57424
H 0.71947 1.67628 -0.24202
H 1.48081 0.93287 -1.67630
H 2.45345 1.20121 -0.19485